## i
Density functional theory data (the ωB97M-V functional and the def2-TZVPD basis) for C3H4N2S2 in the gas phase.

Properties
* SMILES: N#CCC(=S)NS
* LUMO: -0.22 eV
* Kohn-Sham gap: 9.0 eV
* molecular weight: 132.21 g/mol
* HOMO: -0.340 Eh

Each atom is followed by the atoms it is bonded to, with distances in Å.
Atoms and positions in Å:
1 N -0.48 -1.57 1.71  C2 1.214
2 C -0.75 -0.48 1.26  N1 1.214, C3 1.473
3 C -0.94 0.80 0.55  C2 1.473, C4 1.559, H8 1.040, H9 1.079
4 C -0.47 0.43 -0.89  C3 1.559, S5 1.636, N6 1.431
5 S -1.24 0.35 -2.33  C4 1.636
6 N 0.83 -0.17 -0.90  C4 1.431, S7 1.714, H10 1.083
7 S 2.06 -0.18 0.30  N6 1.714, H11 1.333
8 H -1.91 1.19 0.56  C3 1.040
9 H -0.32 1.55 1.02  C3 1.079
10 H 1.15 -0.42 -1.90  N6 1.083
11 H 2.07 -1.48 0.61  S7 1.333

These are the natural (NBO) partial charges, in e, on atoms 1 to 4: -0.31 0.29 -0.57 0.10

## ii
Density functional theory data (the ωB97M-V functional and the def2-TZVPD basis) for 2 unconnected molecules or ions with the total composition C3H4N2S2.

Properties
* LUMO: -1.86 eV
* Kohn-Sham gap: 7.3 eV
* molecular weight: 132.21 g/mol
* HOMO: -0.336 Eh

Each atom is followed by the atoms it is bonded to, with distances in Å.
Atoms and positions in Å:
1 C 0.57 0.53 -0.28  C2 1.487, N8 1.413, N9 1.320
2 C 0.31 -0.94 -0.25  C1 1.487, C3 1.573, S10 1.553
3 C -1.02 -1.29 0.52  C2 1.573, S11 1.780
4 H -1.28 1.08 0.45  N8 1.072
5 H -0.01 2.36 0.34  N8 1.011
6 H 2.03 0.38 -1.42  N9 1.010
7 H -1.27 -1.77 2.01  no bonds
8 N -0.25 1.39 0.48  C1 1.413, H4 1.072, H5 1.011
9 N 1.63 1.10 -0.83  C1 1.320, H6 1.010
10 S 1.41 -2.02 -0.22  C2 1.553
11 S -2.13 -0.81 -0.78  C3 1.780

These are the natural (NBO) partial charges, in e, on atoms 1 to 4: 0.34 -0.33 -0.24 0.40

Among the structures above, stability is smallest for ii.